C30H46BClF4NO2SbSi3Tl as an isolated structure, computed with wB97M-V/def2-TZVPD.

Last column: Mulliken charge in e.
Positions of all 90 atoms, in Å:
Tl 1.7894 2.2614 -0.6221  1.05
Sb -1.8744 1.0705 0.6081  -0.76
Cl 0.9793 -0.4919 3.6541  -0.17
Si -2.7594 2.1969 2.7853  0.74
Si -2.7911 -1.3457 0.7165  0.61
Si -2.5062 2.3620 -1.6126  1.51
F 3.2011 -2.6348 -2.9834  -0.38
F 1.4283 -1.4217 0.5999  -0.12
F 2.7505 0.1655 -1.5470  -0.09
F 3.9398 -0.8259 0.1252  -0.20
O -0.2990 1.4583 -1.8963  -0.03
O 0.8004 -3.9631 0.0160  -0.41
N 0.6230 -1.8656 -1.4012  0.56
C 0.3445 1.1792 -3.0309  -0.69
C 4.9901 -2.9026 -1.4355  -0.83
C -2.8015 1.4750 -3.2233  -1.22
C 3.1489 -4.2133 -0.3145  -0.29
C 4.5393 -3.8724 -0.6439  -1.07
C 0.7569 -0.1498 -3.2345  -0.09
C 4.9941 1.1972 2.4790  -0.71
C -2.0060 1.3171 4.2418  -1.10
C 0.7017 -5.3069 0.4552  -1.13
C 0.1496 -1.0562 -2.2808  0.12
C 2.5820 1.4932 2.6940  0.35
C 4.1054 -1.9192 -2.1281  -0.06
C 3.8728 1.9803 2.3535  -0.48
C 1.9384 0.4483 -5.2222  -1.16
C 4.8785 -0.1090 2.9536  -0.46
C -4.2652 2.6862 -0.9848  -1.34
C 1.5216 1.7650 -5.0497  -0.70
C 1.4547 2.3109 2.5484  -0.94
C -4.4498 -1.1742 1.5503  -1.12
C 2.5138 0.1618 3.1764  0.86
C -3.0298 -2.0705 -0.9904  -1.21
C -1.6045 -2.3800 1.7069  -0.38
C 0.7351 2.1402 -3.9701  0.00
C 3.6362 -0.6226 3.3046  -0.53
C 1.5626 -0.5180 -4.3053  -0.28
C 1.8928 -1.9955 -0.6115  1.76
C -2.2215 3.9758 2.6271  -1.07
C 2.0400 -3.4718 -0.3234  -0.78
C -4.6182 2.0772 2.8976  -1.16
C -1.7164 4.0508 -1.6251  -0.99
B 3.2325 -1.1121 -1.0435  0.19
H 3.0257 -5.2417 0.0017  0.44
H -4.2975 3.1981 -0.0231  0.17
H -1.8644 4.5406 -0.6594  0.25
H -0.3454 -5.4720 0.6924  0.23
H 5.7570 -0.7325 3.0481  0.42
H 5.2680 -4.5405 -0.1990  0.40
H -5.1477 2.2577 1.9647  0.32
H 0.4774 1.9795 2.8619  -0.44
H -0.5967 -2.3597 1.2853  -0.15
H 5.9647 1.5925 2.2115  0.43
H -3.4391 -1.3647 -1.7135  0.30
H -1.9779 1.5656 -3.9287  0.34
H 1.8225 2.5159 -5.7695  0.49
H -0.0779 -2.4297 -0.9244  -0.14
H -2.2217 4.6665 -2.3759  0.46
H -4.7578 3.3384 -1.7155  0.54
H -0.9274 1.4501 4.3254  0.35
H -2.1183 -2.5094 -1.4003  0.30
H 2.5519 0.1785 -6.0702  0.44
H 1.3094 -5.4675 1.3479  0.42
H -0.9392 -1.0588 -2.3009  -0.08
H -4.9324 1.1093 3.2883  0.35
H 4.6835 -1.2692 -2.7872  0.46
H -1.9487 -3.4187 1.7198  0.33
H -2.9895 0.4111 -3.0606  0.29
H -2.3342 4.4837 3.5889  0.44
H 3.5398 -1.6343 3.6732  0.42
H -3.7053 1.8919 -3.6754  0.46
H -3.7513 -2.8874 -0.8931  0.51
H -2.4660 1.7086 5.1543  0.43
H 6.0615 -2.7910 -1.5538  0.44
H -4.8615 1.7720 -0.9135  0.33
H 0.4227 3.1696 -3.8382  0.46
H 1.0121 -5.9994 -0.3298  0.40
H -2.2120 0.2445 4.2043  0.27
H 1.8743 -1.5453 -4.4207  0.70
H 3.9570 3.0027 2.0020  0.47
H -4.9386 2.8417 3.6131  0.43
H -1.5404 -2.0362 2.7414  0.34
H -5.1051 -0.4723 1.0306  0.33
H -4.9419 -2.1514 1.5565  0.45
H -2.8459 4.5002 1.9000  0.31
H -4.3484 -0.8459 2.5857  0.19
H -0.6545 4.0323 -1.8549  0.08
H 1.5808 3.3524 2.2806  0.55
H -1.1820 4.0741 2.3164  0.25

HOMO level (alpha / beta) = -9.907 / -10.423 eV
energy above the lowest of the compared OMol25 structures with the same formula, charge and spin = 160.3 kcal/mol
2S+1 = 1
gap between HOMO and LUMO (alpha / beta) = 5.13 / 6.85 eV
net charge = +1

---

C30H46BrN3P2SeW as an isolated structure in a non-equilibrium geometry, computed with wB97M-V/def2-TZVPD.

Last column: Mulliken spin population.
Positions of all 84 atoms, in Å:
W -1.1068 -0.1584 0.2481  1.67
Br -6.3396 1.8217 0.0822  0.00
Se -0.6567 -1.5147 2.0231  -0.06
P -1.8127 -1.7039 -1.5940  0.04
P 1.5114 -0.7327 -0.2865  -0.04
N 0.5475 0.6646 3.7648  0.00
N 2.6814 5.1238 -2.7459  0.05
N 1.1202 -1.3522 4.2859  0.00
C 4.1462 0.0465 0.8376  0.00
C 0.3751 -0.6425 3.4046  0.09
C 1.8358 -0.4884 5.1144  0.00
C 2.6406 0.3179 0.7469  -0.01
C -4.2046 -3.2577 -1.6194  0.00
C 1.8879 -0.3333 -2.0522  -0.01
C -2.8885 -3.0089 -0.8856  0.01
C 3.6158 -2.7330 -0.8702  0.00
C -1.2137 -3.7693 -3.4883  0.00
C -2.4891 3.4707 0.2739  0.00
C -0.0997 1.8295 3.2219  0.02
C 3.2549 0.2674 -2.3781  0.00
C 1.1507 -2.8090 4.3202  0.00
C -3.8136 1.0737 1.0501  -0.12
C -3.8704 3.3557 0.2083  0.01
C -0.6486 -2.5868 -2.7095  0.03
C 1.9216 4.2576 -3.4068  -0.02
C -1.7313 2.3224 0.6014  0.00
C 1.3231 3.1286 -1.3721  0.03
C -0.4021 1.9340 0.1611  -0.05
C -2.4027 1.1818 1.1195  0.08
C 0.5758 2.1488 -0.6950  0.11
C -2.7415 -0.4644 -2.5429  0.01
C 2.1738 4.0341 -0.6751  0.03
C 2.8105 5.0148 -1.4254  -0.01
C 2.3280 -2.4286 -0.0913  0.01
C 1.2343 3.2206 -2.7795  0.04
C -3.1977 -0.9534 -3.9181  0.00
C 1.4914 0.7699 4.7689  0.00
C -4.4727 2.1333 0.4901  0.01
H -1.1996 1.7484 3.2432  0.00
H -0.2368 -1.8356 -3.3992  0.01
H 2.2011 0.2860 1.7553  0.00
H 4.4527 -2.0936 -0.5544  0.00
H 0.1277 -3.2129 4.4084  0.00
H -0.4282 -4.1520 -4.1478  0.00
H 3.2921 0.4696 -3.4556  0.00
H -3.5929 -0.1468 -1.9168  0.02
H 0.2516 1.9975 2.1945  0.00
H 3.4282 1.2226 -1.8715  0.00
H -4.8429 -2.3625 -1.6570  0.00
H 4.6591 0.1799 -0.1229  0.00
H 3.4995 -2.6327 -1.9573  0.00
H 1.7271 -1.2665 -2.6144  0.01
H -3.7500 -0.1379 -4.3922  0.00
H -4.5021 4.1774 -0.0754  0.00
H -3.0875 -2.7287 0.1599  0.01
H -4.2856 0.1552 1.3623  0.00
H 2.5090 -2.5435 0.9868  0.00
H -3.8725 -1.8108 -3.8561  0.00
H 0.6512 2.4977 -3.3554  0.00
H 1.6083 -3.2254 3.4051  0.00
H 4.5887 0.7723 1.5398  0.00
H 4.0741 -0.4188 -2.1411  0.00
H -4.7566 -4.0229 -1.0587  0.00
H -2.0918 0.4230 -2.6559  -0.01
H 2.5076 -0.8486 5.8694  0.00
H 3.4322 5.7496 -0.9292  0.00
H 1.5518 -3.1564 -0.3568  0.00
H 3.9156 -3.7737 -0.6786  0.00
H 0.2026 -2.9217 -2.0893  0.00
H 2.4438 1.3269 0.3660  -0.01
H 0.2138 2.7150 3.7927  0.00
H 4.3756 -0.9508 1.2266  0.00
H -1.5150 -4.5888 -2.8308  0.00
H -4.0648 -3.6439 -2.6406  0.00
H -2.2736 -3.9217 -0.8580  0.00
H 1.0890 0.3669 -2.3374  0.00
H 1.8191 4.3797 -4.4797  0.00
H 2.3474 3.9542 0.4116  0.00
H 1.7425 -3.1066 5.1959  0.00
H -2.3587 -1.2061 -4.5731  0.00
H 1.7775 1.7400 5.1224  0.00
H -2.0205 4.4222 0.0151  0.00
H -1.8785 0.3606 1.8226  0.06
H -2.0626 -3.4901 -4.1196  0.00

HOMO level (alpha / beta) = -19.470 / -19.749 eV
2S+1 = 3
gap between HOMO and LUMO (alpha / beta) = 5.50 / 6.00 eV
net charge = +4

---

C30H46IrO3P2 as an isolated structure in a non-equilibrium geometry, computed with wB97M-V/def2-TZVPD.

Last column: Mulliken spin population.
Positions of all 82 atoms, in Å:
Ir -3.3920 2.0333 0.0266  1.49
P -3.2968 1.2749 -3.9252  0.09
P -3.9887 0.3149 -1.1098  0.32
O -0.6015 -3.2942 -0.5111  0.04
O 0.8121 -3.8274 -2.1533  0.00
O 3.1269 -4.5727 -1.6117  0.34
C 1.0777 -4.6230 1.3922  -0.04
C -1.3495 0.9547 -3.4637  0.12
C -4.5766 2.4706 -4.4442  0.08
C 0.9752 -0.4265 0.6713  0.00
C 1.4188 -4.4583 0.0561  0.17
C -1.7900 3.8065 1.2340  0.09
C 1.5725 -0.3737 -4.2029  0.01
C 0.9540 2.6362 0.1739  -0.01
C 2.0115 -5.0792 2.3287  0.28
C -3.0746 0.6066 -5.6356  0.00
C -1.3941 0.0750 1.4919  0.16
C -0.5407 -1.7552 -4.6864  0.02
C -4.2312 0.0458 -2.9731  0.10
C -3.3919 1.4745 2.5286  0.06
C -2.2586 1.2662 1.5900  -0.10
C -0.2221 1.8318 0.5613  0.06
C -1.7599 -1.2640 1.9709  -0.01
C -0.2001 0.4666 0.8893  0.20
C -1.1025 -0.3196 -2.7585  0.28
C 2.7846 -4.7192 -0.3981  0.08
C 1.0266 0.7708 -3.3711  0.13
C -0.9013 -1.6659 -3.1768  0.05
C 0.8487 -1.2651 -4.9504  0.01
C -5.2456 1.7254 -0.9081  0.00
C -1.5523 2.3816 0.9222  0.46
C -4.3869 -1.4486 -0.7486  0.04
C 3.3432 -5.3182 1.9220  -0.09
C 0.4489 -3.8258 -0.8696  0.00
C 3.7309 -5.1433 0.6079  0.20
C -0.1030 1.5972 -4.0646  -0.01
H 1.2178 2.5167 -0.8871  0.03
H -3.5056 -2.1260 -0.7467  0.00
H 0.7936 3.7022 0.3717  0.00
H -2.8453 -1.2788 2.0761  0.00
H -3.8368 0.5235 2.8760  0.00
H -1.7917 3.9821 2.3206  -0.01
H 4.0849 -5.6461 2.6525  0.00
H -0.0259 -1.9892 -2.5954  0.03
H -3.3337 -0.4490 -5.7314  0.00
H -1.7129 -2.3559 -2.8064  0.04
H 1.8466 1.4061 -3.0396  0.01
H 2.6667 -0.3931 -4.3034  0.00
H -1.5947 1.6653 -2.6485  0.09
H -1.3300 -1.5476 2.9418  0.02
H -0.0326 2.6388 -3.7107  0.00
H -6.0501 1.5051 -0.1850  0.01
H -1.0121 4.3996 0.7428  0.00
H 1.7979 2.2798 0.7800  0.01
H -3.0674 2.0647 3.4025  0.00
H 0.0128 1.6084 -5.1480  0.00
H 1.0828 -0.7362 -0.3797  -0.01
H 1.9102 0.0751 0.9527  0.00
H 0.0625 -4.3653 1.6853  0.01
H -3.6978 1.1759 -6.3294  0.00
H -1.2805 -0.2650 -1.6526  0.04
H -5.0470 -1.7815 -1.5894  0.01
H -5.1378 1.9890 -5.2535  0.01
H -1.2347 -1.1229 -5.2686  0.00
H 4.7648 -5.2955 0.2852  0.00
H -4.0667 3.3428 -4.8538  0.00
H 1.7123 -5.2490 3.3683  0.01
H -4.7930 2.7724 -0.6845  0.01
H -2.0406 0.7830 -5.9361  0.00
H 0.6266 0.3885 -2.4202  -0.03
H 1.7878 -4.1682 -2.1618  -0.01
H -4.1646 2.0738 1.9885  0.03
H -3.9503 -0.9414 -3.3939  -0.01
H -1.4684 -2.0506 1.2648  0.01
H -5.3107 0.1347 -3.1635  0.01
H -2.7722 4.1184 0.8249  0.03
H -5.6037 1.8305 -1.9251  0.01
H -5.2806 2.7644 -3.6672  -0.01
H 0.8662 -1.3457 1.2531  0.01
H -0.6942 -2.8001 -4.9994  0.00
H 1.2723 -1.6530 -5.8669  0.00
H -4.9541 -1.5244 0.2043  0.00

HOMO level (alpha / beta) = -11.966 / -13.516 eV
energy above the lowest of the compared OMol25 structures with the same formula, charge and spin = 84.2 kcal/mol
2S+1 = 6
gap between HOMO and LUMO (alpha / beta) = 6.04 / 5.79 eV
net charge = +2

---

A 8-piece molecular cluster, C30H46O25S overall in a non-equilibrium geometry, computed with wB97M-V/def2-TZVPD.

Last column: Mulliken charge in e.
Positions of all 102 atoms, in Å:
S 11.5620 16.7246 18.8231  1.23
O 10.2231 15.9136 19.2953  -0.29
O 8.5286 14.5691 8.5627  -0.39
O 19.8171 12.9019 11.5182  -0.38
O 11.3776 17.9757 19.8558  -0.32
O 12.9634 10.3964 18.0903  -0.36
O 16.0006 15.5641 14.0132  -0.55
O 11.0585 14.5262 13.0241  -0.40
O 12.7460 15.9473 19.1756  -0.53
O 13.3654 8.8573 16.5464  -0.31
O 12.0459 8.7762 12.0885  -0.41
O 7.2595 14.8123 10.3943  -0.63
O 17.1884 15.7126 15.9085  -0.38
O 19.6228 13.2217 9.2926  -0.57
O 13.0513 13.6932 12.2670  -0.09
O 13.6936 10.4089 8.8030  -0.43
O 13.1967 11.0057 15.9247  -0.29
O 11.4191 10.5547 10.8514  -0.56
O 11.4420 14.2178 10.7678  -0.52
O 15.1049 15.0220 16.0536  0.04
O 11.4644 17.1580 17.4653  -0.57
O 17.8926 13.6974 10.7639  -0.39
O 11.9174 10.0525 7.5125  -0.61
O 8.3648 12.9337 10.1031  -0.41
O 12.5643 12.1446 8.1110  -0.35
O 13.4327 10.5322 11.8709  0.26
C 13.5958 12.6810 8.9764  0.71
C 19.1952 13.6074 12.6832  -0.58
C 9.2254 16.8532 19.7039  -0.36
C 12.9239 9.1497 18.8737  -0.44
C 13.1156 8.5152 13.0250  0.67
C 11.7647 14.1679 11.8966  0.39
C 17.0837 15.3451 17.3268  -0.55
C 19.1608 13.2925 10.4143  0.62
C 14.6130 11.5470 9.0557  1.20
C 14.1052 7.1225 18.1691  -1.62
C 14.0023 9.7794 12.9054  -0.02
C 15.5223 15.2408 17.4381  0.50
C 9.4033 12.3938 9.1158  2.02
C 13.0231 13.5604 13.7083  0.44
C 13.1967 10.1542 16.8139  0.40
C 15.7617 11.5656 8.0344  -1.70
C 12.6261 10.8149 8.1021  0.74
C 13.8416 7.2215 12.6658  -1.57
C 11.9341 14.4633 14.1577  0.49
C 17.0616 12.2109 12.4753  -0.95
C 7.9735 14.1138 9.7124  0.62
C 10.0192 17.9598 20.4388  -0.33
C 16.0612 15.4529 15.2178  0.46
C 11.2112 13.9486 15.4121  -1.18
C 13.0264 8.1046 17.8157  0.46
C 8.7898 11.1835 8.3924  -1.65
C 9.5933 13.6160 8.2019  -0.29
C 15.1786 14.0638 18.2615  -1.75
C 12.2639 10.0220 11.5512  0.28
C 17.7607 13.5196 12.1995  0.73
H 12.1143 7.5858 17.5899  0.28
H 17.5736 14.3741 17.4896  0.30
H 16.2913 10.6252 8.1672  0.40
H 17.7064 11.2871 12.3515  0.37
H 14.2036 7.2718 11.6416  0.36
H 16.7035 12.1817 13.5170  0.37
H 10.9049 12.8798 15.4105  0.24
H 10.2976 12.1622 9.7182  -0.90
H 15.5531 14.3472 19.2302  0.48
H 13.1634 12.9618 9.9062  -0.63
H 13.1648 6.3713 12.8575  0.38
H 14.1660 13.8293 18.4499  0.36
H 15.0762 7.5615 18.2905  0.41
H 15.0002 11.3690 10.0515  -0.40
H 14.0466 13.5932 8.5861  0.47
H 14.0113 13.7425 14.1505  -0.03
H 14.6479 7.1126 13.4184  0.35
H 9.5706 18.9319 20.2791  0.30
H 15.4655 11.6005 7.0122  0.39
H 8.6661 17.2835 18.8396  0.28
H 15.7944 13.2082 17.9655  0.39
H 17.4046 16.0939 18.0056  0.38
H 16.3692 12.4099 8.2653  0.38
H 15.0836 16.1797 17.8149  0.29
H 13.9345 10.3776 13.7996  -0.15
H 14.1745 6.4023 17.3591  0.38
H 10.5150 14.0841 8.4657  0.19
H 13.7647 9.0475 19.5375  0.34
H 16.2046 12.0778 11.8239  -0.08
H 13.8471 6.5385 19.0874  0.39
H 11.8067 14.0658 16.3080  0.14
H 7.9080 11.5548 7.8972  0.47
H 19.3065 13.0362 13.6160  0.33
H 8.5693 10.4722 9.1937  0.29
H 12.2640 15.4793 14.3496  0.17
H 17.2216 14.3539 12.5965  0.16
H 10.0372 17.6568 21.5025  0.28
H 19.6326 14.5788 12.6954  0.36
H 12.6998 12.5399 13.9288  -0.29
H 8.5290 16.4242 20.4389  0.31
H 9.3712 10.7055 7.6845  0.38
H 10.3094 14.5374 15.6276  0.42
H 15.0412 9.6416 12.5867  0.26
H 12.6984 8.4120 14.0183  0.23
H 11.9456 9.0838 19.3651  0.29
H 9.6302 13.3825 7.1413  0.38

HOMO level = -9.231 eV
energy above the lowest of the compared OMol25 structures with the same formula, charge and spin = 29.2 kcal/mol
2S+1 = 1
gap between HOMO and LUMO = 9.06 eV